This record from the Open Molecules 2025 dataset describes a cluster of 2 separate species, C5H6BrNS in total at a distorted geometry. The level of theory is the ωB97M-V functional and the def2-TZVPD basis.

Structure (XYZ):
```
14
Properties=species:S:1:pos:R:3:mulliken_charge:R:1
C 2.015 1.829 -1.493 0.115
C 2.278 1.242 -0.478 -0.497
C -0.398 -1.532 0.586 0.371
C -1.175 0.881 0.127 -0.463
C -1.459 -0.634 0.234 -0.532
N 0.148 -2.546 0.858 -0.089
S 0.954 -3.835 1.120 -0.265
Br 2.942 0.374 0.928 0.031
H 1.929 2.465 -2.378 0.341
H -1.332 1.184 1.204 0.242
H -1.780 1.465 -0.471 0.392
H -0.077 0.982 -0.266 -0.207
H -1.739 -1.097 -0.782 0.211
H -2.305 -0.778 0.810 0.350
```

Its charge is 0. The SMILES is CCC#[N+][S-].C#CBr. Its largest force on an atom is 5.4 eV Å⁻¹. The value obtained for the energy is -3220.90502 hartree. The HOMO energy comes out at -0.2957 hartree. The relative energy (zero: lowest compared OMol25 entry of this formula, charge and spin) comes out at 4.449 eV. As for the spin multiplicity: 1.

***

This record from the Open Molecules 2025 dataset describes a structure of composition C5H6CaO4S at a distorted geometry. The level of theory is the ωB97M-V functional and the def2-TZVPD basis.

Structure (XYZ):
```
17
Properties=species:S:1:pos:R:3:mulliken_charge:R:1
O 0.041 -0.125 -5.508 -0.039
C -0.106 0.123 -4.332 0.050
Ca -0.278 0.522 -1.395 1.846
C -2.391 0.328 -1.605 -0.092
C 0.186 2.574 -1.757 -0.131
O -3.437 0.108 -1.682 0.116
O 0.536 3.565 -1.918 0.143
C 1.558 -1.615 2.065 -0.979
S 0.052 -1.344 1.087 0.586
C -0.538 0.135 1.996 -0.951
O 0.729 -0.570 -0.094 -0.818
H 1.283 -1.933 3.040 0.443
H 2.121 -0.668 2.097 0.336
H 2.157 -2.367 1.559 0.374
H 0.264 0.896 1.954 0.345
H -1.427 0.518 1.496 0.356
H -0.750 -0.148 2.998 0.414
```

Its charge is +2. Its largest force on an atom is 9.5 eV Å⁻¹. The value obtained for the energy is -1570.20223 hartree. The HOMO energy comes out at -0.6773 hartree. The relative energy (zero: lowest compared OMol25 entry of this formula, charge and spin) comes out at 2.071 eV. As for the spin multiplicity: 1.

***

This record from the Open Molecules 2025 dataset describes the molecule C5H6Cl2 at a distorted geometry. The level of theory is the ωB97M-V functional and the def2-TZVPD basis.

Structure (XYZ):
```
13
Properties=species:S:1:pos:R:3:mulliken_charge:R:1
C -1.735 1.269 1.086 -0.686
C -0.383 -0.610 -0.030 -0.612
C -1.687 0.297 0.238 0.318
C 0.820 -0.055 -0.182 0.456
C 2.045 -0.937 -0.652 -0.985
Cl -3.081 -0.205 -0.626 -0.220
Cl 1.079 1.618 -0.490 -0.164
H -2.588 1.931 1.246 0.275
H -0.808 1.502 1.494 0.311
H -0.601 -1.560 0.224 0.434
H 2.931 -0.215 -0.434 0.288
H 1.778 -1.173 -1.771 0.257
H 2.232 -1.861 -0.102 0.329
```

Its charge is 0. The SMILES is C=C(Cl)/C=C(/C)Cl. Its largest force on an atom is 6.3 eV Å⁻¹. The value obtained for the energy is -1114.42587 hartree. The HOMO energy comes out at -0.3419 hartree. The relative energy (zero: lowest compared OMol25 entry of this formula, charge and spin) comes out at 0.975 eV. As for the spin multiplicity: 1.

***

Look up the HOMO of the second one. -0.6773 hartree